[1]
Below is C22H20MoN3O7S as an isolated structure, with properties calculated with wB97M-V/def2-TZVPD.

Structure (XYZ):
```
54
Properties=species:S:1:pos:R:3:forces:R:3
H 1.1145 0.9363 4.3888 0.012 0.001 0.004
O -3.3838 5.4760 -2.9648 -0.019 -0.050 -0.005
H 0.7415 -4.5674 -1.8287 -0.009 0.001 -0.018
N 0.3924 -0.9531 1.6502 -0.078 0.220 0.000
H 0.4956 2.3468 2.3662 0.025 0.001 -0.022
C 0.9545 0.0450 3.7971 -0.044 -0.033 -0.014
C 4.1488 -3.3306 3.4232 -0.004 0.021 -0.041
C 0.9529 -2.1739 2.1267 0.006 -0.090 0.118
C -0.6110 -1.8592 -4.2742 -0.051 0.085 0.039
O 0.0994 -2.5388 -0.7612 0.042 0.074 0.082
H 0.8273 -3.3408 4.0063 -0.053 -0.001 0.007
H 0.9479 -1.3556 5.4861 -0.010 0.005 0.010
C 0.1282 -2.7777 -1.9923 0.058 -0.090 -0.056
O 0.5166 -3.8948 -2.4977 0.017 0.034 0.063
H 5.3351 -3.8555 0.7846 0.009 0.002 -0.006
O -4.4594 6.0748 -1.1224 0.076 -0.118 0.038
C -3.5853 5.3288 -1.7949 -0.034 0.146 0.037
H -1.4838 3.3759 1.9346 0.003 -0.004 0.011
H 4.2074 -2.9438 -0.2543 0.016 -0.011 -0.007
C -1.8473 0.2235 -4.1221 0.017 0.018 0.063
O 2.4370 -2.0961 1.7454 -0.078 0.070 -0.110
H -2.4752 0.9910 -4.5561 -0.010 -0.004 -0.004
H 3.4543 -3.5891 4.2182 -0.010 0.019 0.002
S 3.3005 -3.4398 1.8583 0.039 -0.059 0.084
C -0.9187 2.4541 0.1229 0.045 -0.044 0.168
H -4.6123 5.7489 -0.2254 -0.043 0.051 -0.044
N -0.2420 1.3334 0.7067 0.089 -0.087 -0.074
C -2.3882 4.4043 0.2292 -0.013 -0.021 -0.025
C 0.3375 1.3985 1.8620 -0.037 -0.076 0.058
H -2.6919 5.2396 0.8484 -0.001 -0.001 0.004
H -2.1126 3.5639 -2.9096 0.010 0.015 0.016
H 0.5470 -3.0332 1.5982 0.043 0.034 -0.050
O -2.2351 0.2758 -0.5222 0.339 -0.027 -0.032
N -0.8030 -0.6983 -2.2172 0.018 0.094 0.197
H 5.0908 -2.0973 1.0648 -0.002 0.003 -0.002
C -0.3751 -1.7543 -2.9229 -0.031 0.027 -0.064
H -0.2874 -2.7229 -4.8386 0.016 -0.009 0.008
C -1.5678 0.2338 -2.7604 -0.016 -0.013 -0.095
C -2.0419 1.1705 -1.6740 -0.136 -0.213 0.125
C -1.0984 2.3487 -1.3496 -0.011 0.149 -0.051
H -0.1555 2.3847 -1.8982 -0.013 -0.008 -0.006
H 4.5517 -2.3262 3.5428 0.008 -0.002 0.015
H 4.9503 -4.0716 3.3913 0.004 -0.011 -0.004
C 0.8809 -2.3339 3.6103 -0.023 -0.133 0.056
O -3.1150 1.9777 -1.9491 0.049 0.068 0.012
C 0.9397 -1.2633 4.4089 0.043 0.085 -0.124
Mo -0.6650 -0.6179 -0.0601 -0.302 -0.051 -0.176
H -1.5454 -0.8683 -5.9413 -0.006 0.006 -0.001
C -2.2607 3.1926 -1.8971 -0.015 -0.054 -0.026
C -1.5397 3.3824 0.8533 -0.014 -0.011 -0.101
C -2.7875 4.2952 -1.0388 0.038 -0.028 0.008
C 0.6495 0.1497 2.4830 0.052 0.064 -0.063
C -1.3376 -0.8204 -4.8800 0.024 -0.048 -0.013
C 4.6252 -3.0280 0.7457 -0.036 0.006 0.013
```
Positions in Å, forces in eV/Å.

Properties
total charge = +3
M = 566.42 g mol⁻¹
HOMO energy (spin up / spin down) = -16.757 / -16.784 eV
⟨S²⟩ = 2.026
spin multiplicity = 3
energy relative to the best compared isomer or geometry (same formula, charge and spin) = 453.8 kJ/mol
E_tot = -54603.718 eV
max |F| = 0.35 eV Å⁻¹

Atom charges from the Mulliken analysis, given in e for atoms 1 to 8: H 0.507; O -0.493; H 0.413; N -0.298; H 0.671; C -0.600; C -1.010; C -0.090

[2]
Below is a 2-piece molecular cluster, C5H14BrNO overall, with properties calculated with wB97M-V/def2-TZVPD.

Structure (XYZ):
```
22
Properties=species:S:1:pos:R:3:forces:R:3
H -0.4224 0.0995 2.3883 0.082 -0.380 0.165
H -0.8583 -1.4245 -0.9315 -0.265 -0.074 0.387
H 1.4196 -2.9103 -0.3639 0.114 0.026 -0.076
H 1.4412 0.5553 1.1096 0.179 -0.420 0.076
H -1.9081 1.7409 0.4029 -0.026 0.215 0.715
N -0.4613 0.2068 0.3594 -0.511 1.009 -0.772
C -1.1417 -0.3771 -0.8428 0.769 -0.198 0.004
H -0.6976 0.1035 -1.7084 -0.432 0.558 -0.356
C 1.0320 0.2635 0.1412 0.691 -0.469 0.375
H -0.3325 2.1152 1.3292 -0.205 0.085 0.121
Br 0.5564 2.2430 -3.1998 -0.092 -0.381 0.610
H -2.2132 -0.2568 -0.7293 -0.018 0.092 -0.172
H -0.4839 2.1019 -0.4806 0.321 0.486 -0.112
C 1.6374 -0.9597 -0.4886 0.671 -0.429 -0.887
C -0.9224 -0.4699 1.5972 1.318 0.920 0.994
C -0.8224 1.6895 0.4637 -0.588 -1.104 -1.272
H -1.9732 -0.2849 1.8007 -0.192 -0.359 -0.630
H 2.7197 -0.8249 -0.6203 -0.019 0.287 0.612
H -0.5802 -1.4969 1.6485 -0.280 -0.102 -0.246
H 1.3063 1.0669 -0.5495 -0.652 0.137 -0.150
O 1.3526 -2.1516 0.2206 -0.317 0.048 0.405
H 1.3519 -1.0293 -1.5466 -0.547 0.054 0.209
```
Positions in Å, forces in eV/Å.

Properties
total charge = 0
M = 184.08 g mol⁻¹
HOMO energy = -7.124 eV
energy relative to the best compared isomer or geometry (same formula, charge and spin) = 41.1 kJ/mol
E_tot = -78990.995 eV
max |F| = 1.89 eV Å⁻¹

Atom charges from the natural (NBO) analysis, given in e for atoms 1 to 8: H 0.210; H 0.221; H 0.485; H 0.212; H 0.217; N -0.200; C -0.439; H 0.284